(1)
Here is a molecular structure, C14H23K4O15 at a distorted geometry from OMol25. Energies are from ωB97M-V with the def2-TZVPD basis set.

Summary:
**Net charge**: -3
**M**: 587.7 g mol⁻¹
**Kohn-Sham gap**: 1.4 eV

Each line ends with the Löwdin charge.
Geometry (Å):
K  -20.075  1.281  3.336  0.654
K  -19.185  3.655  -0.253  0.490
K  -22.638  2.395  -0.376  0.678
K  -16.012  0.623  -1.613  0.768
C  -19.392  -3.045  -4.471  -0.015
C  -19.860  -3.784  -5.760  -0.738
O  -20.464  -4.862  -5.537  -0.010
O  -19.549  -3.251  -6.838  -0.062
H  -20.143  -3.150  -3.687  0.051
H  -19.293  -1.971  -4.636  0.060
H  -18.430  -3.472  -4.186  0.058
C  -23.311  -3.264  -0.113  -0.002
C  -24.746  -2.918  0.417  -0.747
O  -24.905  -3.110  1.635  -0.028
O  -25.520  -2.336  -0.373  -0.061
H  -23.144  -3.077  -1.173  0.059
H  -23.233  -4.348  0.018  0.064
H  -22.550  -2.765  0.486  0.059
C  -19.618  -1.098  -0.082  0.015
C  -19.565  0.365  -0.399  -0.727
O  -18.865  0.891  -1.299  -0.150
O  -20.295  1.111  0.367  -0.335
H  -19.961  -1.690  -0.933  0.098
H  -20.212  -1.394  0.780  0.087
H  -18.598  -1.431  0.149  0.068
C  -20.449  -5.152  -0.526  -0.016
C  -21.414  -6.367  -0.584  -0.750
O  -22.116  -6.592  0.426  0.037
O  -21.394  -7.077  -1.599  0.016
H  -20.700  -4.594  0.378  0.054
H  -20.797  -4.525  -1.354  0.065
H  -19.432  -5.523  -0.564  0.065
C  -22.511  -0.351  -3.048  -0.036
C  -22.884  -0.056  -4.517  -0.789
O  -23.612  -0.852  -5.145  -0.067
O  -22.369  1.004  -4.970  -0.145
H  -22.566  0.551  -2.453  -0.010
H  -21.545  -0.856  -2.956  0.058
H  -23.147  -1.112  -2.578  0.062
C  -16.429  -3.510  -1.793  -0.041
C  -15.383  -2.943  -2.759  -0.789
O  -14.689  -1.943  -2.386  -0.208
O  -15.174  -3.615  -3.785  -0.051
H  -17.051  -4.293  -2.221  0.066
H  -17.092  -2.749  -1.367  0.040
H  -15.886  -3.977  -0.965  0.068
C  -19.306  -3.881  3.835  -0.068
C  -20.715  -4.364  4.179  -0.803
O  -21.639  -3.516  4.217  -0.106
O  -20.874  -5.595  4.393  -0.103
H  -19.209  -3.455  2.834  0.044
H  -18.636  -4.745  3.821  0.053
H  -18.961  -3.180  4.601  0.042
O  -18.010  -0.616  2.847  -0.107
H  -17.259  -0.745  3.437  0.055
H  -17.623  -0.579  1.963  0.033



(2)
Here is a molecular structure, C18H22BCl5N4S2Se2Tc at a distorted geometry from OMol25. Energies are from ωB97M-V with the def2-TZVPD basis set.

Summary:
**Net charge**: +2
**ΔE to the lowest compared entry with this formula, charge and spin**: 73.5 kJ/mol
**M**: 802.5 g mol⁻¹
**Spin multiplicity**: 2
**Kohn-Sham gap (alpha / beta)**: 5.3 / 5.9 eV

Each line ends with the Löwdin charge.
Geometry (Å):
Tc  0.564  -0.299  -0.586  0.475
C  2.462  1.814  3.496  0.001
N  1.125  1.245  3.564  -0.100
C  0.143  1.600  4.454  0.006
C  -0.924  0.800  4.201  -0.007
N  -0.596  -0.038  3.165  -0.004
B  -1.449  -1.272  2.738  -0.435
N  -2.659  -0.781  1.876  0.014
C  -3.961  -1.119  2.129  -0.013
C  -4.746  -0.543  1.183  -0.003
N  -3.913  0.155  0.348  -0.108
C  -4.364  0.912  -0.811  0.003
C  -2.642  -0.009  0.780  -0.607
S  -1.324  0.892  0.085  0.673
C  0.652  0.247  2.792  -0.651
S  1.606  -0.501  1.559  0.733
H  2.531  2.636  4.200  0.106
H  2.672  2.177  2.492  0.090
H  3.206  1.063  3.759  0.104
H  0.272  2.380  5.184  0.141
H  -1.879  0.740  4.692  0.142
H  -0.754  -1.995  2.086  0.019
H  -1.877  -1.794  3.719  0.092
H  -4.239  -1.739  2.963  0.138
H  -5.812  -0.566  1.042  0.143
H  -4.742  0.232  -1.573  0.107
H  -3.541  1.487  -1.223  0.061
H  -5.161  1.590  -0.514  0.110
C  0.967  -3.939  -0.342  -0.319
Se  -0.495  -2.687  -0.571  0.967
C  -0.930  -3.040  -2.458  -0.481
C  -0.113  -2.226  -3.435  -0.485
Se  -0.296  -0.304  -3.036  0.965
C  1.069  0.351  -4.242  -0.313
H  0.575  -4.943  -0.483  0.049
H  1.327  -3.827  0.678  0.039
H  1.765  -3.739  -1.052  0.026
H  -1.991  -2.816  -2.554  0.075
H  -0.784  -4.106  -2.629  0.092
H  -0.494  -2.365  -4.448  0.091
H  0.947  -2.478  -3.416  0.075
H  0.862  -0.055  -5.230  0.051
H  2.061  0.062  -3.907  0.025
H  0.972  1.433  -4.267  0.045
Cl  2.910  -0.919  -1.296  0.739
C  2.988  0.823  -1.355  -0.697
C  1.731  1.365  -1.119  -0.410
C  1.624  2.746  -1.258  -0.693
Cl  0.096  3.519  -1.137  0.709
C  2.759  3.528  -1.517  -0.694
Cl  2.613  5.224  -1.664  0.754
C  4.014  2.925  -1.668  -0.683
Cl  5.395  3.878  -1.955  0.776
C  4.139  1.528  -1.605  -0.701
Cl  5.642  0.748  -1.833  0.766



(3)
Here is a single C4H10N2O molecule at a distorted geometry from OMol25. Energies are from ωB97M-V with the def2-TZVPD basis set.

Summary:
**ΔE to the lowest compared entry with this formula, charge and spin**: 119.2 kJ/mol
**M**: 102.1 g mol⁻¹
**SMILES**: CNC(=O)N(C)C
**Kohn-Sham gap**: 9.8 eV

Each line ends with the Löwdin charge.
Geometry (Å):
C  -1.213  -0.013  -2.433  -0.074
N  -0.038  -0.189  -1.515  0.040
C  -0.363  0.262  -0.265  -0.553
O  -1.470  0.779  -0.141  -0.008
N  0.481  0.200  0.830  -0.153
C  -0.199  0.557  2.067  -0.062
C  1.688  -0.588  0.958  -0.070
H  -1.942  -0.822  -2.291  0.083
H  -1.801  0.901  -2.230  0.086
H  -0.867  0.052  -3.458  0.069
H  0.801  -0.749  -1.685  0.128
H  -0.614  -0.327  2.571  0.094
H  -1.025  1.214  1.803  0.079
H  0.486  1.075  2.740  0.085
H  2.379  -0.408  0.128  0.082
H  2.201  -0.272  1.875  0.085
H  1.498  -1.670  1.047  0.089



(4)
Here is a single C20H19N3O4 molecule at a distorted geometry from OMol25. Energies are from ωB97M-V with the def2-TZVPD basis set.

Summary:
**ΔE to the lowest compared entry with this formula, charge and spin**: 181.0 kJ/mol
**M**: 365.4 g mol⁻¹
**SMILES**: CCOC(=O)c1ccc(NC(=O)CCc2nc(-c3ccccc3)no2)cc1
**Kohn-Sham gap**: 9.4 eV

Each line ends with the Löwdin charge.
Geometry (Å):
C  -6.774  -3.415  0.294  -0.061
C  -6.745  -2.377  -0.819  -0.216
O  -5.576  -1.564  -0.745  -0.013
C  -5.611  -0.530  0.107  -0.452
O  -6.574  -0.251  0.781  0.107
C  -4.344  0.236  0.117  -0.128
C  -3.253  -0.116  -0.673  0.005
C  -2.091  0.627  -0.639  0.009
C  -2.002  1.742  0.193  -0.208
N  -0.861  2.541  0.271  0.133
C  0.311  2.439  -0.421  -0.455
O  0.554  1.596  -1.251  0.099
C  1.301  3.540  -0.047  -0.097
C  2.677  3.227  -0.627  -0.091
C  3.203  1.953  -0.078  -0.343
N  4.149  1.218  -0.567  0.215
C  4.240  0.185  0.329  -0.296
C  5.185  -0.904  0.188  -0.167
C  6.043  -0.933  -0.909  -0.027
C  6.949  -1.968  -1.046  -0.081
C  7.005  -2.974  -0.094  -0.088
C  6.150  -2.947  0.998  -0.081
C  5.241  -1.917  1.143  -0.026
N  3.388  0.303  1.314  0.143
O  2.706  1.454  1.063  0.032
C  -3.093  2.094  0.990  -0.014
C  -4.251  1.349  0.952  -0.007
H  -6.835  -2.920  1.260  0.075
H  -7.642  -4.057  0.172  0.077
H  -5.873  -4.024  0.264  0.078
H  -7.630  -1.734  -0.757  0.121
H  -6.698  -2.853  -1.801  0.123
H  -3.321  -0.978  -1.317  0.120
H  -1.249  0.353  -1.252  0.102
H  -0.930  3.298  0.939  0.145
H  1.361  3.622  1.040  0.123
H  0.937  4.489  -0.449  0.129
H  2.622  3.121  -1.711  0.133
H  3.383  4.029  -0.397  0.131
H  5.983  -0.141  -1.639  0.107
H  7.615  -1.992  -1.896  0.102
H  7.714  -3.781  -0.203  0.101
H  6.196  -3.733  1.737  0.102
H  4.568  -1.878  1.985  0.110
H  -3.026  2.956  1.639  0.111
H  -5.102  1.612  1.561  0.121



What is the formula in the first record?
C14H23K4O15